(1)
DFT (ωB97M-V/def2-TZVPD) results for a cluster of 4 separate species, C14H24BClNO4P in total.

```
! wB97M-V def2-TZVPD RIJCOSX def2/J DEFGRID3
* xyz 0 1
O -3.3183 4.9047 0.7683
P -2.4332 4.1672 -0.4984
Cl -0.8301 5.5363 -0.8501
B -1.6729 2.4751 0.0816
C -2.2076 1.9284 1.5304
C -1.1275 1.4811 2.5668
C -1.7914 1.0266 3.9190
C -3.3266 1.1004 3.9717
N -4.2739 1.4762 2.9908
C -3.7309 1.8972 1.7510
H -4.2649 4.6347 0.7579
H -0.9102 1.8670 -0.5792
H -0.0090 1.4834 2.3803
H -1.1571 0.6662 4.8062
H -3.7811 0.7959 4.9870
H -4.4175 2.2491 0.9151
C 2.0576 1.8149 -4.3363
C 1.2474 2.0354 -3.0870
O 0.0999 1.6359 -2.9982
C 1.9109 2.7680 -1.9524
H 1.4537 1.2750 -5.0689
H 2.3502 2.7763 -4.7640
H 2.9431 1.2188 -4.1041
H 2.1968 3.7717 -2.2743
H 2.7897 2.2126 -1.6159
H 1.2110 2.8543 -1.1185
C 2.7376 -2.1299 -2.3133
C 3.0504 -1.0740 -1.2866
O 3.9236 -0.2450 -1.4769
C 2.2426 -1.0821 -0.0175
H 3.3963 -2.0032 -3.1754
H 2.9040 -3.1221 -1.8883
H 1.7021 -2.0296 -2.6459
H 2.3867 -2.0246 0.5076
H 1.1856 -0.9356 -0.2486
H 2.5767 -0.2664 0.6284
C -0.3836 -5.1522 0.2515
C -0.0711 -4.0970 1.2787
O 0.8024 -3.2695 1.0899
C -0.8802 -4.1040 2.5480
H 0.2761 -5.0259 -0.6096
H -0.2186 -6.1447 0.6763
H -1.4184 -5.0510 -0.0824
H -0.7371 -5.0499 3.0747
H -1.9370 -3.9562 2.3161
H -0.5465 -3.2895 3.1944
*
```

Output
SMILES: OP(Cl)Bc1cccnc1.CC(C)=O.CC(C)=O.CC(C)=O
E_HOMO, Ha: -0.3088
Total energy, a.u.: -1729.8497
E_LUMO, eV: -0.9

(2)
DFT (ωB97M-V/def2-TZVPD) results for a structure of composition C14H24BrCoNO.

```
! wB97M-V def2-TZVPD RIJCOSX def2/J DEFGRID3
* xyz 0 4
Co 0.6439 0.4940 -0.7829
C -0.5180 -1.2959 4.2783
C 0.4260 -1.2768 3.1474
C 1.5996 -2.0264 3.1671
C 2.5000 -1.9890 2.1404
C 2.2228 -1.1202 1.0541
Br 3.3869 -1.0097 -0.4297
N 1.0921 -0.4574 0.9850
C 0.2194 -0.5014 1.9599
H -1.3140 -0.5663 4.2334
H -0.0027 -1.0250 5.1935
H -0.9481 -2.2732 4.4613
H 1.8710 -2.6160 4.0683
H 3.4080 -2.5785 2.1243
H -0.6820 0.1336 1.8250
C -1.6362 2.7850 0.1877
C -0.0933 2.9876 0.3078
C 0.3170 4.4547 0.5834
C 0.5563 2.4850 -0.9775
H -2.1146 2.9437 1.1841
H -1.8714 1.7434 -0.0376
H -1.9618 3.4320 -0.6753
H 0.2237 2.3105 1.1986
H 0.1171 5.0899 -0.3279
H 1.3951 4.4840 0.7291
H -0.1460 4.9304 1.4773
H 1.5051 2.9837 -1.1533
H -0.0980 2.7432 -1.8002
C 0.0352 -3.0382 -2.4493
C -0.6032 -1.6024 -2.4003
C -0.1283 -0.6947 -3.5525
C -2.1740 -1.8275 -2.4376
O -0.3352 -1.0627 -1.1433
H -0.2608 -3.6476 -3.3235
H -0.1930 -3.5151 -1.5064
H 1.1192 -3.0499 -2.4170
H -0.3711 -1.1264 -4.5178
H 0.9324 -0.5255 -3.4665
H -0.6081 0.2847 -3.4833
H -2.4208 -2.6501 -3.1100
H -2.5448 -0.8912 -2.9087
H -2.5455 -1.9184 -1.4056
*
```

Output
E_HOMO (alpha / beta), Ha: -0.2852 / -0.2963
Total energy, a.u.: -4634.5597
<S²>: 3.7612
E_LUMO (alpha / beta), eV: 0.2 / 0.1

(3)
DFT (ωB97M-V/def2-TZVPD) results for an isolated molecule of C14H24F3N4O3PS.

```
! wB97M-V def2-TZVPD RIJCOSX def2/J DEFGRID3
* xyz 0 1
F -1.7552 -3.2662 0.3487
C -1.3954 -2.0967 0.9030
F -0.2730 -2.3262 1.5769
F -2.3347 -1.7963 1.8200
C -1.2070 -0.9716 -0.1334
N -0.0294 -0.4938 -0.1014
P 1.0548 0.6562 -0.5896
S 0.8826 1.6415 -2.2734
N 2.4527 -0.2689 -0.4348
C 3.6759 0.4443 -0.7611
H 3.5988 1.4677 -0.3862
C 4.8388 -0.2891 -0.0926
H 5.7927 0.1661 -0.3637
O 4.9071 -1.6304 -0.5190
C 3.7044 -2.3126 -0.2473
C 2.5143 -1.6317 -0.9267
H 1.5876 -2.1458 -0.6702
H 2.6568 -1.6572 -2.0168
H 3.8374 -3.3273 -0.6254
H 3.5269 -2.3444 0.8385
H 4.7086 -0.2503 1.0001
H 3.8375 0.4749 -1.8484
N 1.2626 1.6758 0.7181
C 0.7444 3.0258 0.7141
H 0.6224 3.3529 -0.3215
C -0.5890 3.0829 1.4585
H -0.9458 4.1097 1.5501
O -0.4626 2.5869 2.7701
C -0.0073 1.2524 2.7717
C 1.3358 1.1112 2.0519
H 1.6119 0.0598 1.9681
H 2.1059 1.6554 2.6104
H 0.0823 0.9625 3.8195
H -0.7522 0.6066 2.2810
H -1.3319 2.4853 0.9012
H 1.4690 3.6763 1.2172
N -2.2629 -0.6879 -0.8980
C -3.5921 -1.2603 -0.7784
C -4.5740 -0.1440 -0.3897
O -4.5663 0.8892 -1.3403
C -3.2791 1.4442 -1.4752
C -2.2516 0.3817 -1.8772
H -2.5249 -0.0393 -2.8492
H -1.2586 0.8263 -1.9531
H -2.9714 1.9141 -0.5279
H -3.3474 2.2101 -2.2476
H -5.5929 -0.5323 -0.3610
H -4.3053 0.2443 0.6053
H -3.6465 -2.0636 -0.0504
H -3.8731 -1.6566 -1.7601
*
```

Output
SMILES: FC(F)(F)/C(=N/P(=S)(N1CCOCC1)N1CCOCC1)N1CCOCC1
E_HOMO, Ha: -0.3101
Total energy, a.u.: -2031.7920
E_LUMO, eV: 0.6
Energy above the lowest of the compared OMol25 structures with the same formula, charge and spin, kJ/mol: 9.7

(4)
DFT (ωB97M-V/def2-TZVPD) results for a structure of composition C14H24GaI2LuN2O3S3.

```
! wB97M-V def2-TZVPD RIJCOSX def2/J DEFGRID3
* xyz 4 1
I -1.3818 1.3150 -0.6361
I 3.3725 3.0088 -0.1735
Lu 1.5927 0.8380 -1.0563
Ga 0.2536 -1.2121 0.5591
S 0.3576 2.9974 -1.9924
S 1.2517 0.6093 1.6030
C -0.6114 -1.6343 -1.3421
C -0.2229 2.9107 -3.7194
C 2.4207 -0.0549 2.8982
C 1.0055 3.3436 -4.5263
C -0.6973 1.5220 -4.1044
C -1.3562 3.9249 -3.8700
C 3.4695 1.0366 3.1166
C 3.0653 -1.3659 2.4759
C 1.5276 -0.1917 4.1410
C 0.6261 -1.4310 -2.0801
C 2.8337 -1.3456 -0.8952
O -1.7018 -1.8179 -1.8711
O 0.9206 -1.7978 -3.1979
O 3.4379 -2.3266 -0.7337
H 1.8090 2.5998 -4.4515
H 1.3906 4.2969 -4.1378
H 0.7550 3.4811 -5.5848
H 0.1305 0.8084 -4.1828
H -1.1847 1.5719 -5.0897
H -1.4153 1.1108 -3.3813
H -2.2456 3.6083 -3.3100
H -1.6018 4.0145 -4.9365
H -1.0427 4.9114 -3.4999
H 4.1661 0.7324 3.9160
H 2.9697 1.9644 3.4205
H 4.0495 1.2495 2.2061
H 3.6701 -1.7455 3.3168
H 3.7318 -1.2187 1.6172
H 2.3133 -2.1293 2.2233
H 2.1341 -0.5724 4.9741
H 0.6831 -0.8711 3.9608
H 1.1342 0.8006 4.4091
S -0.4261 -2.8425 1.8987
C -2.1589 -2.6794 1.9181
N -2.9993 -1.7438 1.4326
C -4.3921 -2.1086 1.6345
C -4.3027 -3.4153 2.4397
N -2.8713 -3.6369 2.5239
H -2.7328 -0.9037 0.9299
H -4.9104 -2.2890 0.6799
H -4.9108 -1.3234 2.1907
H -4.7736 -4.2592 1.9201
H -4.7115 -3.2950 3.4495
H -2.4210 -4.4449 2.9174
*
```

Output
E_HOMO (alpha / beta), Ha: -0.7607 / -0.7592
Total energy, a.u.: -5831.6582
E_LUMO (alpha / beta), eV: -17.5 / -16.8